No. 1
Computed, not measured: a structure of composition C5H7B2ClF5N5Na2O8S in a non-equilibrium geometry, with the ωB97M-V functional and the def2-TZVPD basis.

Calculated values
ΔE to the lowest compared entry with this formula, charge and spin: 0.00 kJ/mol
E_LUMO: -2.52 eV
total energy: -2802.75633 Eh
maximum force: 3.16 eV/A
molecular weight: 495.3 g mol⁻¹

Each line ends with the Mulliken charge.
Geometry (Å):
1 Cl -2.5730 -3.0020 5.5818  -0.6985
2 S -0.7656 0.6927 -0.6028  1.1655
3 Na 1.0607 2.2464 -5.4549  1.0146
4 Na 1.1099 -1.3564 3.1804  0.9039
5 F 1.1320 1.9033 -2.0428  -0.2162
6 F -0.4517 7.4942 -2.0739  -0.3201
7 F -2.5188 6.5614 -2.1805  -0.3173
8 F 0.6254 -0.0699 -2.7524  -0.2658
9 F -0.7156 1.5872 -3.1013  -0.2032
10 O -2.2544 -4.0649 3.0559  -0.4198
11 O -0.0118 4.1008 -4.7385  -0.6813
12 O 0.3007 0.1247 0.2135  -0.6520
13 O -0.9831 6.3950 -6.2429  -0.6208
14 O -1.7814 -0.2432 -1.0044  -0.6587
15 O -1.4602 7.2010 -4.1990  -0.4152
16 O -1.2225 1.9825 -0.1791  -0.6348
17 O -0.6639 5.3121 -2.9849  -0.2801
18 N -1.4372 -1.9364 2.4168  -0.1716
19 N 3.6129 -3.6295 1.8892  -0.4420
20 N 2.0490 -5.1587 2.8415  -0.0744
21 N 1.3004 -3.1868 2.1595  -0.5600
22 N 0.7277 -5.1066 3.1013  0.1147
23 C 0.2831 -3.9449 2.6892  0.2832
24 C 0.1030 1.0494 -2.1864  0.5452
25 C -1.0127 6.3126 -5.0442  0.5403
26 C -0.5025 5.1014 -4.2359  0.5562
27 C 2.3703 -3.9916 2.2936  0.3531
28 B -1.3016 6.6874 -2.7911  0.4776
29 B -1.2094 -3.3134 2.7095  0.2098
30 H -2.1360 -4.1357 4.0927  0.1512
31 H 4.4165 -3.6324 2.4888  0.2281
32 H 0.1749 -5.8350 3.5361  0.2823
33 H 2.6538 -5.9395 3.0422  0.2314
34 H -0.6217 -1.3503 2.3802  0.0242
35 H 3.7187 -3.2696 0.9569  0.2523
36 H -2.0160 -1.5853 3.1859  0.2982

Force components x, y, z for each atom (eV/Å):
Cl 0.7 -0.1 0.3
S -0.6 0.0 0.3
Na -0.6 0.7 0.6
Na 0.1 1.7 0.4
F 0.0 0.0 0.0
F 0.2 -0.1 -0.1
F -0.1 -0.2 -0.1
F 0.0 0.0 0.0
F 0.0 -0.1 -0.1
O 1.1 -1.4 0.6
O 0.5 -0.6 -0.4
O 0.5 -0.4 0.4
O 0.1 -0.2 -0.1
O 0.1 -0.2 -0.2
O 0.2 -0.4 0.1
O 0.1 0.2 0.0
O 0.0 0.0 -0.1
N 1.6 -0.4 1.4
N 0.1 -0.4 0.0
N 0.5 -0.2 0.2
N 0.2 -3.1 0.6
N -0.6 -0.1 0.1
C -0.4 1.9 -1.3
C 0.2 0.1 -0.1
C -0.1 0.3 -0.2
C 0.0 -0.1 0.0
C 0.5 1.4 -0.7
B -0.3 0.5 0.5
B -1.5 0.3 -0.2
H -1.3 0.4 -0.4
H 0.1 -0.3 0.0
H 0.1 -0.2 0.1
H -0.1 -0.2 0.0
H -0.7 0.6 -1.3
H -0.1 0.4 0.0
H -0.7 0.0 -0.5

=====

No. 2
Computed, not measured: a structure of composition ClH10MgO5 in a non-equilibrium geometry, with the ωB97M-V functional and the def2-TZVPD basis.

Calculated values
ΔE to the lowest compared entry with this formula, charge and spin: 737.19 kJ/mol
E_LUMO: -9.09 eV
total energy: -1042.16338 Eh
maximum force: 2.09 eV/A
molecular weight: 149.8 g mol⁻¹
net charge: +1

Each line ends with the Mulliken charge.
Geometry (Å):
1 Cl -0.5824 -0.5848 -0.5809  -0.2640
2 Mg -1.8415 -2.2915 -1.5389  1.1875
3 O 0.1612 -2.1045 2.5740  -0.5436
4 O 2.4768 1.2294 -1.1804  -0.5443
5 O -2.4758 -0.0509 1.9979  -0.5402
6 O 0.5891 -0.1329 -3.7832  -0.5794
7 O 0.7198 1.7459 2.0182  -0.5594
8 H 1.7137 1.6681 -1.5564  0.2776
9 H -1.7401 -0.3909 1.4886  0.2602
10 H -0.4006 -2.7125 2.0933  0.2659
11 H -0.0253 0.1719 -3.1155  0.2688
12 H 0.0679 2.3468 1.6574  0.3197
13 H 0.3350 -1.3967 1.9535  0.3100
14 H 1.1202 0.6362 -3.9896  0.3195
15 H 2.1149 0.4757 -0.7143  0.2706
16 H -3.0783 0.3019 1.3430  0.3013
17 H 0.8457 1.0890 1.3334  0.2496

Force components x, y, z for each atom (eV/Å):
Cl -1.1 -1.5 -1.0
Mg 1.2 1.4 0.7
O 0.0 -0.1 0.0
O 0.1 0.0 0.0
O -0.2 -0.3 0.1
O -0.4 -0.5 0.1
O 0.0 -0.2 0.1
H -0.1 0.3 -0.1
H 0.2 0.1 0.2
H -0.1 -0.3 0.1
H 0.0 0.3 0.2
H -0.2 0.3 0.0
H 0.2 0.3 0.0
H 0.3 0.2 -0.2
H 0.1 -0.3 0.1
H -0.2 0.3 -0.1
H 0.2 0.0 -0.1